1.
This record from the OMol25 dataset describes the molecule C11H13N3O3. The level of theory is ωB97M-V/def2-TZVPD.

energy = -816.9239 hartree
HOMO-LUMO gap = 5.73 eV
relative energy (zero: lowest compared OMol25 entry of this formula, charge and spin) = 0.00 kcal per mole
total charge = 0
molecular weight = 235.2 g mol⁻¹
HOMO = -7.4 eV

Element x y z (Å)
O  1.5573  1.2146  -0.3330
O  -0.8855  0.0337  -3.9006
O  -0.1006  2.0144  -4.4385
C  0.4181  1.2205  -0.7986
C  -0.7088  1.2483  -3.6694
C  2.2116  -1.6052  3.2603
C  1.7651  -0.2799  3.2497
C  1.5524  -2.5062  2.4569
C  0.7143  0.1044  2.4194
C  0.5103  -2.0229  1.6113
N  -0.3953  -1.1184  -1.3536
N  -0.0009  2.2700  -1.5242
N  0.0928  -0.7403  1.5996
C  -1.0703  -0.2090  0.8222
C  -1.8672  0.8021  -1.3453
C  -0.7074  0.1332  -0.6081
C  -1.1891  1.8353  -2.3174
H  3.0659  -1.8745  3.9299
H  2.2096  0.4416  3.8919
H  1.9010  -3.5598  2.4764
H  0.4574  1.1610  2.3837
H  0.0110  -2.7396  0.9635
H  0.6051  -1.2929  -1.3441
H  -0.6840  -1.0128  -2.3570
H  0.7284  2.7415  -2.0845
H  -1.4820  0.6897  1.3160
H  -1.8432  -0.9616  0.8129
H  -2.5204  1.3259  -0.6398
H  -2.4601  0.0529  -1.8802
H  -1.8857  2.6340  -2.5993


2.
This record from the OMol25 dataset describes a structure of composition C13H16Cl2MnN2. The level of theory is ωB97M-V/def2-TZVPD.

energy = -2685.7487 hartree
HOMO-LUMO gap (spin up / spin down) = 5.80 / 5.76 eV
spin multiplicity = 4
total charge = 0
molecular weight = 326.1 g mol⁻¹
HOMO (spin up / spin down) = -7.1 / -7.1 eV
⟨S²⟩ = 3.771

Element x y z (Å)
Mn  -0.0449  2.4045  2.6497
Cl  -1.2290  3.3924  1.0675
Cl  1.8000  3.2347  3.5045
C  1.8243  -0.5236  -0.9655
H  2.7078  0.0839  -1.1989
H  1.7327  -0.8954  0.0651
C  -0.3365  -0.1591  -1.2921
C  0.8986  -0.8554  -1.9707
H  -0.6311  -0.5292  -0.2969
C  1.3060  -0.2942  -3.3420
H  0.7994  -1.9539  -1.9861
C  0.9207  1.1966  -3.4186
H  2.3923  -0.4047  -3.4950
H  0.8095  -0.8687  -4.1319
C  -0.5999  1.3980  -3.2984
H  1.4534  1.7127  -2.6015
H  1.2555  1.6077  -4.3883
C  -1.1459  0.8665  -1.9374
H  -0.8233  2.4677  -3.4179
H  -1.1191  0.8537  -4.1061
H  -1.3319  1.7240  -1.2583
H  -2.1465  0.4361  -2.1156
N  1.8081  -3.4458  4.3509
C  1.0191  -2.6816  3.9449
C  0.0341  -1.7387  3.4573
C  -1.2779  -2.1583  3.2059
C  -2.2030  -1.2345  2.7410
C  -1.8182  0.0898  2.5464
N  -0.5545  0.4873  2.8631
C  0.3762  -0.3984  3.2856
H  -1.5505  -3.1947  3.3851
H  -3.2328  -1.5201  2.5227
H  -2.4513  0.8675  2.1457
H  1.3587  0.0330  3.4859


3.
This record from the OMol25 dataset describes a cluster of 7 separate species, C25H28BF6O23P in total. The level of theory is ωB97M-V/def2-TZVPD.

energy = -3665.3052 hartree
HOMO-LUMO gap = 7.16 eV
structure (SMILES) = CP(C)C1=C(CB(O)O)C(=O)OC1=O.O=C1OC[C@@H](F)O1.O=C1OC[C@@H](F)O1.O=C1OC[C@@H](F)O1.O=C1OC[C@@H](F)O1.O=C1OC[C@@H](F)O1.O=C1OC[C@@H](F)O1
total charge = 0
molecular weight = 852.2 g mol⁻¹
HOMO = -8.8 eV

Element x y z (Å)
C  -0.3536  -0.4245  -1.5519
P  -2.0898  -0.2098  -2.3187
C  -1.8672  0.1659  -4.1935
C  -2.8785  1.3887  -1.6037
C  -4.3024  1.7974  -1.7443
C  -5.5957  1.0953  -2.4670
B  -5.7940  -0.5046  -2.1430
O  -5.1601  -1.0055  -0.8737
O  -6.4916  -1.4928  -2.9956
C  -4.2813  3.2424  -0.9701
O  -5.1836  4.2022  -1.2672
O  -3.1442  3.2467  -0.0367
C  -2.0673  2.5250  -0.7327
O  -0.7404  2.7340  -0.6247
H  0.1592  -1.3576  -2.0865
H  0.2844  0.5629  -1.7355
H  -0.5031  -0.6270  -0.3877
H  -1.7806  -0.8067  -4.8560
H  -0.8846  0.8151  -4.3606
H  -2.7595  0.8257  -4.5966
H  -6.5642  1.6428  -2.0345
H  -5.6180  1.3053  -3.6307
H  -4.7006  -1.8780  -1.0554
H  -7.4702  -1.3050  -2.8860
C  0.2187  -0.8778  3.4952
C  -0.7459  -1.8887  2.9761
O  -0.1991  -2.2564  1.7300
C  1.1456  -2.0844  1.8683
O  1.9771  -2.5521  1.1082
O  1.4498  -1.3296  2.9679
F  -1.9589  -1.3320  2.7612
H  0.0141  0.1323  3.1248
H  0.2461  -0.8519  4.5879
H  -0.8497  -2.7765  3.6090
C  4.3202  0.2986  3.3028
C  4.1268  1.4316  4.2517
O  4.7039  0.9612  5.4486
C  5.6801  0.0958  5.0553
O  6.5751  -0.3025  5.7821
O  5.5388  -0.2660  3.7436
F  2.8122  1.6568  4.4725
H  3.5261  -0.4524  3.3723
H  4.3962  0.6337  2.2649
H  4.6184  2.3615  3.9466
C  0.8342  -2.8896  -7.6975
C  -0.0688  -2.6501  -8.8590
O  -1.0507  -1.7824  -8.3396
C  -0.4194  -1.0800  -7.3574
O  -0.8528  -0.0518  -6.8646
O  0.7639  -1.6641  -6.9967
F  -0.6738  -3.7962  -9.2439
H  0.4840  -3.6994  -7.0486
H  1.8604  -3.1064  -8.0063
H  0.4207  -2.1798  -9.7185
C  -2.9041  1.2231  5.7115
C  -4.0312  0.6157  6.4745
O  -3.7408  -0.7634  6.4496
C  -2.3823  -0.8383  6.3751
O  -1.7388  -1.8481  6.6076
O  -1.8273  0.3593  6.0155
F  -5.2072  0.8149  5.8380
H  -3.0757  1.2223  4.6298
H  -2.6885  2.2460  6.0317
H  -4.1063  0.9575  7.5124
C  0.2865  5.6931  -1.1590
C  0.7929  7.0239  -0.7184
O  2.1451  7.0101  -1.1160
C  2.1849  6.1979  -2.2093
O  3.1174  6.1520  -2.9943
O  1.0481  5.4455  -2.3237
F  0.7460  7.1362  0.6280
H  0.4781  4.9028  -0.4254
H  -0.7829  5.7092  -1.3859
H  0.2816  7.8745  -1.1816
C  4.5009  -4.6337  1.7422
C  4.8207  -5.8754  0.9822
O  6.0152  -5.5506  0.3080
C  6.6356  -4.6370  1.1061
O  7.8102  -4.3243  1.0035
O  5.7827  -4.1188  2.0417
F  3.8676  -6.1348  0.0592
H  3.9465  -3.9022  1.1447
H  3.9374  -4.8391  2.6564
H  4.9810  -6.7577  1.6110